{"formula": "C19H13Cl2N9O2Os", "method": "ωB97M-V with the def2-TZVPD basis set", "e_above_lowest_kj_mol": 136.7, "charge": 2, "homo_lumo_gap_ev": [7.55, 5.97], "homo_ev": [-14.19, -14.97], "multiplicity": 5, "energy_ev": -64913.516, "lumo_ev": [-6.63, -9.00], "elements": ["Os", "Cl", "C", "C", "C", "N", "C", "O", "C", "C", "C", "C", "C", "N", "C", "C", "C", "Cl", "N", "C", "O", "C", "C", "C", "C", "C", "N", "H", "H", "H", "H", "H", "H", "H", "H", "H", "H", "N", "N", "N", "C", "N", "N", "H", "H", "H"], "coordinates": [[0.3263, 0.2820, 0.1988], [-3.6877, 5.9054, 0.3469], [-2.3746, 4.8549, 0.2396], [-2.5975, 3.5085, 0.2989], [-1.5387, 2.5825, 0.2090], [-1.6040, 1.1663, 0.2226], [-2.9107, 0.5238, 0.2278], [-3.9347, 1.1218, 0.3746], [-3.0168, -0.9489, -0.0298], [-4.2547, -1.5763, 0.0965], [-4.3357, -2.9257, -0.1990], [-3.1916, -3.5900, -0.6153], [-2.0133, -2.8727, -0.7143], [-1.9264, -1.5727, -0.4260], [-0.2005, 3.1467, 0.0442], [0.0143, 4.5055, -0.0170], [-1.0452, 5.3743, 0.0825], [-0.7632, 7.0251, 0.0231], [0.8159, 2.1924, -0.0373], [2.1774, 2.5294, -0.1800], [2.6428, 3.6191, -0.3003], [3.0594, 1.3308, -0.1346], [4.4136, 1.4685, -0.2781], [5.2125, 0.3390, -0.1777], [4.6059, -0.8822, 0.0770], [3.2377, -0.9455, 0.2054], [2.4553, 0.1448, 0.0932], [-3.6006, 3.1953, 0.4140], [-5.1111, -1.0089, 0.4166], [-5.2789, -3.4505, -0.1118], [-3.2087, -4.6452, -0.8657], [-1.1048, -3.3758, -1.0479], [0.9964, 4.9006, -0.1374], [4.8111, 2.4587, -0.4564], [6.2893, 0.4127, -0.2837], [5.1829, -1.7904, 0.1800], [2.7702, -1.8918, 0.4171], [1.4069, -4.6114, -0.9893], [1.0676, -3.6096, -0.1400], [1.1260, -3.7705, 1.1733], [0.7794, -2.5687, 1.5976], [0.5233, -1.7612, 0.5577], [0.7355, -2.4480, -0.5758], [1.4163, -5.5054, -0.5284], [0.9667, -4.5371, -1.8908], [0.6668, -2.2996, 2.6405]], "forces_ev_per_angstrom": [[-0.98, 0.27, -0.26], [-0.09, 0.16, 0.01], [0.22, 0.29, -0.05], [0.46, -0.72, -0.02], [0.06, -0.59, -0.07], [0.32, 0.44, -0.07], [0.31, 0.12, -0.14], [-0.08, 0.70, 0.24], [0.22, 0.10, 0.01], [0.21, 0.05, 0.01], [-0.09, 0.03, 0.02], [-0.01, -0.03, -0.02], [0.01, -0.18, -0.10], [0.45, -0.24, -0.23], [0.18, -0.99, 0.03], [-0.05, -0.03, 0.00], [-0.29, 0.00, 0.04], [-0.04, 0.24, -0.01], [-0.01, 0.56, 0.16], [-0.65, -0.50, 0.08], [0.11, 0.74, -0.11], [-0.34, -0.32, 0.06], [0.30, 0.06, -0.04], [0.12, -0.04, 0.01], [0.21, 0.06, -0.03], [-0.10, 0.05, 0.01], [-0.04, -0.02, -0.06], [-0.60, -0.38, 0.09], [-0.11, 0.08, 0.04], [0.04, 0.03, 0.01], [-0.02, 0.13, 0.02], [-0.58, 0.24, -0.02], [0.36, 0.12, -0.05], [0.02, -0.04, 0.00], [-0.10, -0.01, 0.00], [0.02, 0.02, 0.00], [0.14, 0.15, -0.03], [0.45, 0.25, 0.16], [0.39, -0.76, -0.17], [-0.11, -0.01, -0.43], [-0.43, 0.23, -0.08], [0.06, -0.08, 0.15], [0.28, 0.06, 1.10], [-0.14, -0.21, 0.08], [-0.17, -0.02, -0.13], [0.10, 0.01, -0.21]]}